(1)
Entry from the Open Molecules 2025 dataset: a 5-piece molecular cluster, C41H71BrFIN8O7P overall in a non-equilibrium geometry (ωB97M-V/def2-TZVPD).

Results
DFT total energy: -5882.39953 a.u.
HOMO energy: -10.89 eV
LUMO level: -2.4 eV
F_max: 3.31 eV/Å
Orbital gap: 8.5 eV

ORCA input file:
```
! RIJCOSX wB97M-V def2-TZVPD def2/J DEFGRID3
* xyz 1 1
C 4.59 1.43 -1.74
C 3.60 0.48 -2.48
C 3.07 -0.56 -1.48
F 3.63 -1.78 -1.82
N 1.60 -0.77 -1.51
C 0.82 -0.39 -0.52
N 1.32 0.31 0.54
C 0.28 1.04 1.30
Br -0.32 -0.17 2.72
C -0.85 1.63 0.39
C -1.83 2.50 1.18
O -0.18 2.46 -0.56
C 0.57 3.57 -0.09
C 1.94 3.72 -0.78
C 1.82 3.55 -2.30
C 2.74 4.95 -0.32
C 2.03 6.33 -0.30
C 1.16 6.56 0.97
C 1.24 6.69 -1.57
C -1.48 0.46 -0.47
C -1.63 0.87 -1.97
C -2.66 1.99 -2.25
C -3.76 1.57 -3.28
I -1.78 3.79 -3.11
C -2.88 -0.05 -0.06
C -3.40 -0.07 1.23
C -4.63 -0.58 1.57
N -5.46 -1.08 0.67
C -4.98 -1.09 -0.57
C -3.75 -0.63 -0.99
N -0.53 -0.69 -0.50
P -1.06 -2.35 -0.18
O -1.73 -2.53 1.29
O 0.37 -3.16 0.02
C 1.13 -1.44 -2.70
C 0.74 -0.71 -3.80
C 0.33 -1.30 -4.96
C 0.30 -2.68 -5.09
C 0.70 -3.42 -4.00
C 1.11 -2.81 -2.84
H 4.65 2.43 -2.19
H 4.37 1.54 -0.67
H 5.58 0.98 -1.82
H 2.82 1.00 -3.04
H 4.20 -0.06 -3.21
H 3.43 -0.36 -0.47
H 2.00 1.01 0.23
H 0.80 1.83 1.85
H -1.57 3.56 1.26
H -2.86 2.45 0.83
H -1.85 2.13 2.22
H 0.73 3.67 0.99
H 0.02 4.48 -0.36
H 2.52 2.84 -0.44
H 1.22 4.31 -2.79
H 1.29 2.60 -2.48
H 2.79 3.54 -2.81
H 3.65 4.99 -0.93
H 3.08 4.77 0.71
H 2.83 7.08 -0.23
H 0.11 6.50 0.66
H 1.39 5.87 1.78
H 1.30 7.61 1.26
H 1.14 7.77 -1.71
H 0.28 6.18 -1.66
H 1.84 6.36 -2.44
H -1.82 -0.04 -2.54
H -0.67 1.18 -2.39
H -3.15 2.30 -1.32
H -3.98 2.36 -3.99
H -4.68 1.27 -2.77
H -3.36 0.70 -3.82
H -2.81 0.34 2.04
H -4.95 -0.56 2.61
H -5.64 -1.52 -1.33
H -3.52 -0.73 -2.04
H -1.56 -3.41 1.68
H 0.80 -2.89 0.85
H 0.76 0.38 -3.79
H 0.04 -0.70 -5.81
H 0.00 -3.11 -6.04
H 0.70 -4.50 -4.11
H 1.44 -3.46 -2.04
C -0.57 -6.45 3.83
C -1.51 -5.33 4.20
O -1.40 -4.20 3.71
N -2.48 -5.59 5.10
C -2.74 -6.85 5.77
H 0.15 -6.09 3.10
H -0.04 -6.81 4.71
H -1.13 -7.28 3.38
H -3.07 -4.80 5.30
H -3.75 -7.18 5.53
H -2.66 -6.69 6.85
H -2.04 -7.62 5.47
C 1.29 -2.75 -9.69
C 0.61 -3.76 -8.80
O -0.39 -3.47 -8.14
N 1.13 -5.01 -8.74
C 2.29 -5.53 -9.45
H 0.76 -1.80 -9.63
H 2.32 -2.60 -9.37
H 1.27 -3.09 -10.73
H 0.62 -5.63 -8.13
H 1.98 -6.37 -10.07
H 3.02 -5.88 -8.72
H 2.75 -4.77 -10.07
C 1.64 -5.15 9.09
C 0.82 -5.46 7.86
O -0.08 -6.28 7.88
N 1.13 -4.79 6.72
C 2.16 -3.79 6.51
H 1.29 -5.76 9.91
H 2.70 -5.39 8.91
H 1.54 -4.10 9.36
H 0.54 -5.04 5.94
H 1.69 -2.86 6.18
H 2.84 -4.13 5.73
H 2.72 -3.61 7.42
C -0.29 6.58 4.55
C -1.10 5.57 3.78
O -0.60 4.83 2.95
N -2.43 5.51 4.04
C -3.20 6.31 4.98
H 0.75 6.50 4.24
H -0.64 7.59 4.35
H -0.34 6.37 5.62
H -2.92 4.82 3.49
H -3.68 5.64 5.70
H -3.98 6.85 4.44
H -2.57 7.01 5.51
*
```

---

(2)
Entry from the Open Molecules 2025 dataset: C37H56AsN2P2PtSi4 as an isolated structure (ωB97M-V/def2-TZVPD).

Results
DFT total energy: -5749.04410 a.u.
HOMO energy: -3.47 eV
LUMO level: 2.5 eV
F_max: 0.67 eV/Å
ΔE to the lowest compared entry with this formula, charge and spin: 10.3 kcal/mol
Orbital gap: 5.9 eV

ORCA input file:
```
! RIJCOSX wB97M-V def2-TZVPD def2/J DEFGRID3
* xyz -1 1
Pt 0.35 0.33 0.40
C 3.51 2.23 -2.04
Si 3.31 0.44 -1.54
C 4.30 0.11 0.02
C 4.10 -0.59 -2.90
N 1.67 0.00 -1.28
P 0.54 -0.91 -1.99
C -0.74 -0.86 -0.91
P -1.50 -1.64 0.34
N -0.95 -0.92 1.67
Si -1.49 -0.61 3.25
C -2.77 -1.89 3.80
C 0.00 -0.79 4.38
C -2.27 1.08 3.37
C -1.22 -3.44 0.39
C -1.55 -4.22 -0.71
C -1.23 -5.57 -0.74
C -0.58 -6.14 0.35
C -0.24 -5.37 1.45
C -0.56 -4.02 1.46
C -3.32 -1.47 0.23
C -3.82 -0.23 -0.15
C -5.18 0.00 -0.15
C -6.06 -1.01 0.23
C -5.57 -2.25 0.60
C -4.20 -2.48 0.61
C 1.14 -2.60 -2.34
C 1.89 -3.21 -1.34
C 2.25 -4.54 -1.45
C 1.86 -5.28 -2.56
C 1.10 -4.68 -3.55
C 0.73 -3.34 -3.44
C 0.07 -0.24 -3.62
C 0.93 -0.30 -4.71
C 0.60 0.31 -5.91
C -0.60 1.00 -6.02
C -1.46 1.07 -4.93
C -1.13 0.45 -3.74
H 4.56 2.44 -2.27
H 3.19 2.90 -1.25
H 2.92 2.46 -2.94
H 5.34 0.42 -0.11
H 4.29 -0.96 0.25
H 3.88 0.65 0.87
H 5.18 -0.43 -2.87
H 3.77 -0.31 -3.90
H 3.92 -1.66 -2.76
H -2.45 -2.91 3.58
H -3.73 -1.73 3.30
H -2.94 -1.82 4.88
H 0.29 -1.84 4.42
H -0.18 -0.45 5.40
H 0.84 -0.23 3.96
H -3.28 1.06 2.94
H -1.66 1.77 2.78
H -2.34 1.45 4.40
H -2.04 -3.76 -1.56
H -1.47 -6.16 -1.61
H -0.32 -7.19 0.33
H 0.28 -5.81 2.29
H -0.28 -3.39 2.30
H -3.11 0.54 -0.45
H -5.56 0.97 -0.44
H -7.13 -0.83 0.23
H -6.25 -3.04 0.90
H -3.81 -3.44 0.92
H 2.18 -2.62 -0.47
H 2.83 -5.00 -0.66
H 2.14 -6.32 -2.64
H 0.79 -5.26 -4.42
H 0.13 -2.89 -4.22
H 1.86 -0.85 -4.63
H 1.27 0.25 -6.75
H -0.86 1.49 -6.95
H -2.40 1.61 -5.02
H -1.78 0.50 -2.87
C 1.67 2.39 4.88
Si 1.12 3.49 3.45
C 2.27 5.00 3.44
C -0.53 4.20 4.03
As 1.49 2.38 1.43
Si 0.58 3.98 -0.02
C 0.09 3.22 -1.68
C -0.97 4.91 0.56
C 1.81 5.37 -0.41
H 1.80 2.99 5.79
H 2.62 1.88 4.67
H 0.92 1.62 5.09
H 2.28 5.46 4.43
H 1.92 5.75 2.73
H 3.29 4.73 3.17
H -0.37 4.63 5.03
H -1.32 3.46 4.11
H -0.89 5.00 3.38
H -0.95 2.90 -1.64
H 0.68 2.33 -1.92
H 0.20 3.94 -2.49
H -1.75 4.23 0.90
H -1.36 5.49 -0.29
H -0.75 5.60 1.36
H 2.74 4.99 -0.85
H 2.08 5.92 0.49
H 1.37 6.07 -1.11
*
```

---

(3)
Entry from the Open Molecules 2025 dataset: C40H66FN7O6S2 as an isolated structure in a non-equilibrium geometry (ωB97M-V/def2-TZVPD).

Results
DFT total energy: -3294.23570 a.u.
HOMO energy: -7.91 eV
LUMO level: -1.3 eV
F_max: 6.39 eV/Å
Orbital gap: 6.6 eV

ORCA input file:
```
! RIJCOSX wB97M-V def2-TZVPD def2/J DEFGRID3
* xyz 0 1
C 7.50 0.83 2.42
O 6.24 0.91 1.70
C 6.47 1.64 0.45
C 5.24 1.30 -0.54
C 4.97 2.62 -1.46
C 3.50 2.44 -2.11
C 2.32 3.13 -1.23
C 0.94 2.38 -1.56
C -0.25 2.68 -0.47
C -1.45 3.37 -1.29
C -2.51 4.17 -0.34
C -3.56 3.18 0.38
C -2.93 2.17 1.44
C -1.97 2.60 2.65
C -1.55 4.14 2.89
C -2.81 5.12 3.09
F -2.44 6.51 2.80
C -1.42 1.52 3.65
S -0.28 1.93 5.08
C -1.80 -0.03 3.54
N -1.33 -1.06 4.45
S -2.13 -2.43 3.79
N -3.00 -1.86 2.41
C -2.74 -0.44 2.35
C -3.29 0.65 1.32
C -4.27 0.05 0.18
C -3.50 -0.56 -1.09
C -2.24 -1.49 -0.74
O -1.12 -0.90 -0.59
N -2.26 -2.96 -0.60
C -0.91 -3.55 -0.68
C -0.23 -3.57 -2.10
C 1.19 -4.21 -2.25
C 1.91 -4.85 -1.02
C 1.27 -4.84 0.41
C -0.15 -4.20 0.54
H 7.34 0.82 3.56
H 8.05 -0.15 2.16
H 8.18 1.73 2.17
H 6.50 2.78 0.62
H 7.47 1.33 -0.03
H 4.27 1.06 0.02
H 5.50 0.41 -1.21
H 5.09 3.56 -0.81
H 5.76 2.71 -2.30
H 3.34 1.30 -2.22
H 3.44 2.87 -3.17
H 2.61 3.00 -0.13
H 2.22 4.24 -1.55
H 0.62 2.72 -2.62
H 1.07 1.23 -1.64
H 0.12 3.27 0.43
H -0.65 1.66 -0.11
H -1.99 2.68 -2.03
H -0.95 4.20 -1.95
H -2.02 4.93 0.35
H -3.15 4.79 -1.09
H -4.40 3.86 0.82
H -4.09 2.61 -0.48
H -0.86 4.46 2.01
H -0.90 4.29 3.83
H -3.04 5.11 4.23
H -3.78 4.79 2.58
H 0.97 1.96 4.46
H -4.88 -0.79 0.70
H -5.06 0.81 -0.17
H -4.26 -1.23 -1.65
H -3.21 0.26 -1.85
H -2.65 -3.27 0.31
H -0.81 -3.10 -2.97
H 1.68 -4.23 -3.28
H 2.94 -5.33 -1.19
H 1.83 -5.30 1.31
H -0.61 -4.21 1.60
C 7.37 -1.47 6.85
O 8.49 -1.13 7.17
N 7.06 -2.30 5.81
C 5.69 -2.66 5.48
C 8.14 -2.83 4.99
H 6.48 -1.13 7.40
H 5.59 -3.75 5.55
H 5.47 -2.34 4.47
H 4.99 -2.19 6.18
H 8.81 -3.41 5.63
H 8.69 -2.00 4.55
H 7.74 -3.47 4.20
C -6.48 0.72 -2.84
O -5.35 1.08 -2.52
N -6.78 -0.10 -3.88
C -8.14 -0.47 -4.19
C -5.70 -0.62 -4.70
H -7.37 1.06 -2.28
H -8.24 -1.56 -4.13
H -8.38 -0.14 -5.21
H -8.85 -0.01 -3.50
H -5.02 -1.19 -4.07
H -5.16 0.22 -5.14
H -6.10 -1.26 -5.49
C 5.34 -7.15 -0.45
O 4.45 -6.83 -1.21
N 5.17 -7.58 0.84
C 6.29 -7.94 1.69
C 3.82 -7.68 1.37
H 6.40 -7.11 -0.75
H 6.18 -8.98 1.99
H 6.28 -7.30 2.57
H 7.23 -7.82 1.16
H 3.25 -8.37 0.75
H 3.35 -6.70 1.33
H 3.84 -8.03 2.40
C -7.36 3.19 -5.57
O -8.38 2.54 -5.75
N -7.30 4.39 -4.92
C -6.05 5.11 -4.75
C -8.51 4.96 -4.38
H -6.38 2.85 -5.94
H -5.85 5.23 -3.68
H -6.13 6.09 -5.23
H -5.22 4.56 -5.20
H -8.95 4.26 -3.66
H -9.23 5.11 -5.19
H -8.31 5.91 -3.89
*
```

---

(4)
Entry from the Open Molecules 2025 dataset: C32H43BrN2NiP2 as an isolated structure in a non-equilibrium geometry (ωB97M-V/def2-TZVPD).

Results
DFT total energy: -6118.98550 a.u.
HOMO energy (spin up / spin down): -13.08 / -13.07 eV
LUMO level (spin up / spin down): -7.8 / -8.7 eV
F_max: 3.86 eV/Å
ΔE to the lowest compared entry with this formula, charge and spin: 3.2 kcal/mol
Orbital gap (spin up / spin down): 5.3 / 4.3 eV

ORCA input file:
```
! RIJCOSX wB97M-V def2-TZVPD def2/J DEFGRID3
* xyz 2 3
C -4.97 1.94 -4.32
C -3.61 1.66 -4.52
C -2.75 2.74 -4.83
C -3.33 4.00 -5.05
N -4.63 4.21 -4.96
C -5.43 3.24 -4.55
C -3.10 0.35 -4.18
C -2.63 -0.72 -3.78
C -1.75 -1.52 -2.94
C -2.25 -2.30 -1.91
C -1.44 -2.63 -0.83
C -0.14 -2.14 -0.89
C 0.47 -1.58 -2.01
C -0.36 -1.36 -3.11
Ni 0.77 -2.07 0.69
P -0.16 0.18 0.62
H -1.68 2.58 -4.88
H -5.62 1.14 -3.97
H -2.70 4.85 -5.31
H -6.49 3.45 -4.39
H 0.00 -0.96 -4.05
H -3.30 -2.56 -1.92
H 1.51 -1.23 -1.99
H -1.84 -3.10 0.06
C 0.35 1.13 2.13
C -0.06 2.59 2.19
H 1.44 1.02 2.16
H -0.04 0.56 2.98
H 0.22 3.01 3.16
H 0.44 3.19 1.42
H -1.14 2.73 2.07
C 0.18 1.37 -0.77
C -0.85 2.46 -1.04
H 0.30 0.75 -1.67
H 1.17 1.81 -0.59
H -0.47 3.15 -1.80
H -1.79 2.04 -1.43
H -1.07 3.06 -0.14
C -2.00 0.05 0.59
C -2.85 1.10 1.27
H -2.24 -0.93 1.01
H -2.27 -0.03 -0.47
H -3.89 0.76 1.17
H -2.62 1.19 2.34
H -2.78 2.09 0.80
Br 2.68 -2.53 1.87
P 3.80 1.09 0.51
C 3.89 2.92 0.42
C 5.27 3.48 0.74
H 3.12 3.24 1.16
H 3.52 3.22 -0.58
H 5.16 4.57 0.80
H 5.64 3.10 1.71
H 5.98 3.24 -0.06
C 5.19 0.34 1.41
C 6.33 -0.32 0.66
H 4.70 -0.43 2.03
H 5.60 1.11 2.09
H 6.91 -0.92 1.37
H 6.01 -1.01 -0.12
H 7.03 0.40 0.22
C 3.96 0.44 -1.23
C 4.97 1.14 -2.15
H 2.95 0.51 -1.68
H 4.22 -0.63 -1.15
H 4.92 0.70 -3.14
H 4.76 2.22 -2.26
H 6.01 1.04 -1.81
N -0.19 -1.79 2.49
C -0.88 -2.43 3.21
C -1.68 -3.49 3.69
C -1.38 -4.77 3.21
C -2.25 -5.82 3.47
C -3.42 -5.56 4.20
C -3.72 -4.27 4.68
C -2.84 -3.22 4.44
H -0.48 -4.91 2.62
H -2.01 -6.82 3.09
H -4.10 -6.37 4.41
H -4.65 -4.08 5.25
H -3.02 -2.19 4.77
*
```

---

(5)
Entry from the Open Molecules 2025 dataset: one molecule with the formula C4H7N2OP in a non-equilibrium geometry (ωB97M-V/def2-TZVPD).

Results
DFT total energy: -682.49924 a.u.
HOMO energy (spin up / spin down): -5.64 / -9.00 eV
LUMO level (spin up / spin down): 0.7 / -1.4 eV
F_max: 4.20 eV/Å
ΔE to the lowest compared entry with this formula, charge and spin: 60.6 kcal/mol
Orbital gap (spin up / spin down): 6.3 / 7.6 eV

ORCA input file:
```
! RIJCOSX wB97M-V def2-TZVPD def2/J DEFGRID3
* xyz 0 3
C -0.66 -1.38 1.33
C -1.24 -1.28 -0.02
C 1.00 0.28 1.26
C 1.71 1.52 0.93
N 0.15 -0.45 1.71
N -0.72 -0.48 -0.87
O 0.82 2.66 0.75
P -1.07 -0.34 -2.49
H -1.04 -2.08 2.06
H -2.06 -2.01 -0.14
H 2.39 1.80 1.73
H 2.12 1.51 -0.07
H 0.50 2.62 -0.19
H -1.92 -1.43 -2.93
H 0.03 -0.93 -3.05
*
```

---

(6)
Entry from the Open Molecules 2025 dataset: one molecule with the formula C5H7NO in a non-equilibrium geometry (ωB97M-V/def2-TZVPD).

Results
DFT total energy: -324.63583 a.u.
HOMO energy: -9.67 eV
LUMO level: 0.9 eV
F_max: 4.86 eV/Å
ΔE to the lowest compared entry with this formula, charge and spin: 55.6 kcal/mol
Structure (SMILES): C=C1C(=O)N[C@H]1C
Orbital gap: 10.6 eV

ORCA input file:
```
! RIJCOSX wB97M-V def2-TZVPD def2/J DEFGRID3
* xyz 0 1
C 0.71 -0.76 0.12
C 1.71 0.38 -0.01
C 0.61 -2.08 0.08
C -0.43 0.54 0.53
C -1.59 0.57 -0.47
N 0.83 1.34 0.35
O 2.85 0.47 -0.32
H -0.43 -2.56 0.16
H 1.40 -2.66 -0.17
H -0.54 0.64 1.62
H -1.46 0.39 -1.54
H -2.06 1.48 -0.32
H -2.39 -0.09 -0.18
H 0.78 2.34 0.17
*
```

---

(7)
Entry from the Open Molecules 2025 dataset: one molecule with the formula C6H9NO in a non-equilibrium geometry (ωB97M-V/def2-TZVPD).

Results
DFT total energy: -363.85524 a.u.
HOMO energy: -9.09 eV
LUMO level: 0.5 eV
F_max: 6.61 eV/Å
ΔE to the lowest compared entry with this formula, charge and spin: 106.1 kcal/mol
Structure (SMILES): O[C@@H]1C[C@H]2C=C[C@@H]1N2
Orbital gap: 9.6 eV

ORCA input file:
```
! RIJCOSX wB97M-V def2-TZVPD def2/J DEFGRID3
* xyz 0 1
C 0.90 -0.21 -0.50
C 0.22 1.11 -0.55
C -0.79 0.99 0.51
C 0.06 -1.06 0.48
C -1.35 -1.24 -0.15
C -1.84 0.04 0.01
H 2.76 -1.08 -0.32
H 1.07 -0.70 -1.50
H -0.10 1.19 -1.49
H 0.78 1.97 -0.16
H -1.13 2.16 0.62
H 0.95 0.47 1.49
H 0.67 -1.84 0.94
H -1.77 -2.14 -0.60
H -2.62 0.37 -0.60
N -0.07 0.10 1.57
O 2.27 -0.12 0.22
*
```

---

(8)
Entry from the Open Molecules 2025 dataset: one molecule with the formula C3H6N2S in a non-equilibrium geometry (ωB97M-V/def2-TZVPD).

Results
DFT total energy: -625.55237 a.u.
HOMO energy: -8.43 eV
LUMO level: -0.1 eV
F_max: 1.56 eV/Å
ΔE to the lowest compared entry with this formula, charge and spin: 43.7 kcal/mol
Structure (SMILES): C=CC(=S)NN
Orbital gap: 8.3 eV

ORCA input file:
```
! RIJCOSX wB97M-V def2-TZVPD def2/J DEFGRID3
* xyz 0 1
C 0.38 -0.77 0.01
C 0.53 0.70 0.00
C 1.73 1.30 -0.01
H -2.17 0.09 -0.83
H -2.13 0.08 0.85
H -1.04 -2.23 0.00
H -0.35 1.29 -0.01
H 2.61 0.73 0.01
H 1.81 2.38 0.00
N -2.09 -0.50 -0.01
N -0.90 -1.22 0.00
S 1.63 -1.85 0.00
*
```